Record 1
DFT (wB97M-V/def2-TZVPD) results for a structure of composition C20H31IrN10O2S4.

Its charge is +3. The calculation puts the HOMO energy (alpha / beta) at -16.026 / -16.025 eV. For the LUMO energy (alpha / beta), the calculation gives -0.36367 / -0.35878 hartree. As for the spin multiplicity: 2. The expectation value of S² is 0.757.

Each line ends with the natural charge from an NBO analysis.
Element x y z (Å)
Ir (0.37889, -0.07252, 0.44883)  1.31
C (2.99132, -1.43809, -4.73170)  -0.62
C (3.13427, -0.15583, -3.93560)  -0.22
N (1.84021, 0.45290, -3.60813)  -0.55
C (1.29175, 0.55943, -2.40851)  0.31
S (2.17990, -0.09947, -1.01006)  0.12
N (0.14814, 1.17012, -2.24132)  -0.40
N (-0.12037, 1.32600, -0.90590)  -0.23
C (-0.79632, 2.35022, -0.50453)  0.32
C (-1.38741, 3.36546, -1.41114)  -0.69
C (-0.86694, 2.48989, 0.95740)  0.17
C (-1.50738, 3.54137, 1.58704)  -0.20
C (-1.47670, 3.61799, 2.97110)  -0.10
C (-0.80609, 2.63786, 3.68485)  -0.21
C (-0.17692, 1.61645, 2.99940)  0.07
N (-0.19106, 1.54618, 1.66446)  -0.45
H (3.97444, -1.83024, -4.98658)  0.25
H (2.45301, -1.26345, -5.66339)  0.23
H (2.45587, -2.19515, -4.15765)  0.19
H (3.70745, 0.58726, -4.49051)  0.24
H (3.68236, -0.32195, -3.00615)  0.21
H (1.34987, 0.94214, -4.34685)  0.43
H (-1.20664, 3.11959, -2.45115)  0.28
H (-0.96823, 4.34965, -1.19186)  0.26
H (-2.46440, 3.42304, -1.23729)  0.26
H (-2.01526, 4.29245, 0.99949)  0.26
H (-1.96831, 4.43357, 3.48474)  0.27
H (-0.75841, 2.66062, 4.76410)  0.27
H (0.35763, 0.84434, 3.53208)  0.23
N (3.17305, 2.36049, 0.88024)  -0.77
C (3.13341, 1.33778, 1.74211)  0.28
N (2.24245, 0.36168, 1.72747)  -0.53
C (2.39553, -0.48153, 2.82727)  0.05
C (3.42947, -0.17569, 3.63564)  -0.39
S (4.25317, 1.22080, 3.05299)  0.53
C (1.37402, -1.51382, 2.97381)  0.17
C (1.23228, -2.43750, 3.94130)  -0.42
S (-0.15707, -3.41710, 3.64705)  0.53
C (-0.49416, -2.51541, 2.21744)  0.28
N (0.38418, -1.54302, 1.97669)  -0.63
N (-1.55495, -2.79108, 1.45878)  -0.77
H (2.64347, 2.32022, 0.02642)  0.42
H (3.90408, 3.04997, 0.94553)  0.44
H (3.74886, -0.66770, 4.53938)  0.28
H (1.85308, -2.60671, 4.80532)  0.28
H (-2.14813, -3.57242, 1.68380)  0.43
H (-1.66780, -2.31084, 0.57934)  0.43
C (-4.53018, -0.74317, -0.49295)  -0.81
S (-3.61827, -0.43056, 1.01295)  1.26
C (-4.43254, 1.08209, 1.50142)  -0.81
O (-2.22496, -0.01954, 0.55209)  -1.07
H (-5.58077, -0.89292, -0.24515)  0.27
H (-4.13732, -1.65561, -0.93797)  0.24
H (-4.40534, 0.10049, -1.17030)  0.25
H (-5.46390, 0.84801, 1.76430)  0.27
H (-4.39869, 1.80370, 0.68601)  0.24
H (-3.91665, 1.45801, 2.38323)  0.25
C (-0.87510, -2.33549, -3.31197)  -0.41
N (0.13962, -3.00904, -2.49878)  -0.56
C (0.47628, -2.60286, -1.28659)  0.82
N (1.41038, -3.24526, -0.58222)  -0.78
O (-0.17847, -1.61567, -0.78271)  -0.71
H (-0.96702, -2.88242, -4.24537)  0.25
H (-0.58015, -1.30988, -3.52185)  0.22
H (-1.83874, -2.33510, -2.80728)  0.21
H (0.54697, -3.86066, -2.85390)  0.43
H (1.94887, -4.00449, -0.96742)  0.43
H (1.64631, -2.91754, 0.33871)  0.42

Atoms 1-3, force components in eV/Å:
0.3 -0.3 0.4
0.0 0.0 0.0
0.1 0.1 0.0



Record 2
DFT (wB97M-V/def2-TZVPD) results for a structure of composition C20H31N3O2S.

Its charge is 0. The calculation puts the HOMO energy at -9.025 eV. For the LUMO energy, the calculation gives 0.02124 hartree.

Each line ends with the natural charge from an NBO analysis.
Element x y z (Å)
C (-1.83253, 3.07871, 1.68762)  -0.60
C (-1.97012, 3.24954, 0.18098)  -0.39
C (-1.58911, 2.01162, -0.63739)  -0.06
C (-0.05308, 1.84565, -0.63543)  -0.20
N (0.44065, 0.47648, -0.57995)  -0.43
C (1.31763, -0.02984, -1.62596)  -0.40
C (0.19230, -0.21688, 0.55996)  0.70
O (-0.45215, 0.28354, 1.47455)  -0.67
C (0.70110, -1.64727, 0.62856)  -0.50
C (0.74205, -2.19884, 2.04688)  -0.21
C (0.64314, -3.72637, 2.06241)  -0.39
C (0.57261, -4.26236, 3.49070)  -0.39
C (1.75635, -3.78649, 4.32957)  -0.40
C (1.88022, -2.26502, 4.28642)  -0.38
C (1.96757, -1.78279, 2.85309)  -0.05
C (2.70065, -0.50662, 2.58610)  -0.41
C (3.33922, -1.82781, 2.23510)  -0.44
N (-2.15891, 2.21952, -1.97586)  -0.60
C (-1.78676, 1.60664, -3.12257)  0.67
O (-0.95966, 0.71033, -3.17525)  -0.64
C (-2.48593, 2.08674, -4.35108)  -0.23
C (-3.77711, 2.52794, -4.42026)  -0.41
S (-4.14872, 2.91464, -6.02464)  0.66
N (-2.66794, 2.52511, -6.61665)  -0.60
C (-1.88802, 2.09427, -5.65369)  0.23
C (-0.48855, 1.67215, -5.96695)  -0.64
H (-2.13701, 3.99362, 2.19710)  0.21
H (-2.45827, 2.25969, 2.04175)  0.22
H (-0.81282, 2.84203, 1.98422)  0.22
H (-3.01161, 3.50424, -0.04348)  0.19
H (-1.36141, 4.09151, -0.16818)  0.20
H (-2.03434, 1.12286, -0.18919)  0.22
H (0.36038, 2.31946, -1.52375)  0.21
H (0.32870, 2.37944, 0.23784)  0.21
H (0.94954, -0.96946, -2.03516)  0.21
H (1.33244, 0.68373, -2.44158)  0.23
H (2.33835, -0.16770, -1.25871)  0.18
H (0.01504, -2.24723, 0.01991)  0.24
H (1.67295, -1.73671, 0.14250)  0.22
H (-0.13154, -1.79442, 2.56845)  0.23
H (-0.23987, -4.04441, 1.50074)  0.20
H (1.51659, -4.14963, 1.55177)  0.19
H (-0.35716, -3.91171, 3.95235)  0.19
H (0.52777, -5.35384, 3.48329)  0.21
H (1.65374, -4.13269, 5.36059)  0.21
H (2.67816, -4.22762, 3.93531)  0.19
H (1.00771, -1.80750, 4.76626)  0.20
H (2.76143, -1.93574, 4.84347)  0.20
H (2.37270, 0.12748, 1.77334)  0.21
H (3.08863, 0.03710, 3.43793)  0.21
H (4.15335, -2.18173, 2.85495)  0.21
H (3.44520, -2.07838, 1.18743)  0.21
H (-2.74257, 3.03301, -2.07799)  0.39
H (-4.50050, 2.60306, -3.62259)  0.24
H (0.22427, 2.17936, -5.31617)  0.22
H (-0.36834, 0.60378, -5.79337)  0.24
H (-0.26643, 1.90582, -7.00528)  0.23

Atoms 1-3, force components in eV/Å:
0.0 0.0 0.0
-0.1 -0.1 0.0
0.1 0.0 0.0



Record 3
DFT (wB97M-V/def2-TZVPD) results for the molecule C20H31N3O3.

Its charge is 0. The SMILES is CCN1/C(=N/CCOC)N[C@@H](CCc2ccccc2)[C@H](C(=O)OC)[C@H]1C. The calculation puts the HOMO energy at -8.044 eV. For the LUMO energy, the calculation gives 0.02670 hartree.

Each line ends with the natural charge from an NBO analysis.
Element x y z (Å)
C (-2.44194, -1.00564, 2.84038)  -0.62
H (-3.06177, -0.51431, 3.58569)  0.21
H (-3.08297, -1.41601, 2.06569)  0.22
H (-1.90262, -1.82105, 3.31725)  0.19
C (-1.48263, 0.00223, 2.20899)  -0.21
N (-0.63833, -0.58146, 1.19104)  -0.45
C (-1.19180, -0.75348, -0.05204)  0.63
N (-2.34276, -0.25194, -0.29718)  -0.62
C (-2.93881, -0.34385, -1.60035)  -0.25
H (-2.27603, 0.01261, -2.40705)  0.16
C (-4.19629, 0.52112, -1.61234)  -0.05
O (-4.79693, 0.43498, -2.88501)  -0.54
C (-5.97813, 1.18404, -2.98059)  -0.24
H (-6.35552, 1.04745, -3.99235)  0.19
H (-5.79015, 2.25078, -2.80132)  0.16
H (-6.72995, 0.83726, -2.25980)  0.16
H (-3.92837, 1.56341, -1.38213)  0.16
H (-4.88663, 0.17029, -0.83186)  0.16
H (-3.23133, -1.37552, -1.84489)  0.18
N (-0.44816, -1.51132, -0.93152)  -0.64
H (-0.86116, -1.60157, -1.84763)  0.40
C (0.99722, -1.56994, -0.93986)  -0.02
C (1.60701, -0.76388, -2.10494)  -0.40
H (2.68997, -0.74163, -1.97102)  0.21
H (1.39924, -1.30407, -3.03269)  0.21
C (1.07048, 0.66708, -2.26315)  -0.44
C (1.47643, 1.60467, -1.16030)  0.07
C (2.81102, 1.96111, -0.99568)  -0.24
C (3.19469, 2.79876, 0.03514)  -0.21
C (2.24695, 3.29916, 0.91252)  -0.23
C (0.91375, 2.96716, 0.74435)  -0.20
C (0.52970, 2.12960, -0.28838)  -0.25
H (-0.51142, 1.86801, -0.40708)  0.23
H (0.16769, 3.35976, 1.41956)  0.21
H (2.54732, 3.95037, 1.72033)  0.21
H (4.23525, 3.06379, 0.15385)  0.21
H (3.55437, 1.57548, -1.67917)  0.21
H (-0.01885, 0.64050, -2.32659)  0.21
H (1.44797, 1.05623, -3.21333)  0.22
C (1.55434, -1.12843, 0.41878)  -0.36
C (2.84781, -1.85969, 0.69532)  0.81
O (3.00848, -3.04922, 0.61153)  -0.60
O (3.81476, -1.00479, 1.04378)  -0.51
C (5.08410, -1.57108, 1.34218)  -0.26
H (5.76715, -0.73601, 1.47306)  0.20
H (5.02842, -2.16546, 2.25646)  0.19
H (5.41281, -2.21604, 0.52490)  0.20
H (1.75768, -0.05752, 0.43167)  0.26
C (0.50261, -1.41705, 1.51195)  0.00
C (1.09159, -1.13048, 2.88759)  -0.62
H (0.36643, -1.31057, 3.67534)  0.22
H (1.44304, -0.10278, 2.94677)  0.22
H (1.93636, -1.79459, 3.05495)  0.22
H (0.23093, -2.48398, 1.45236)  0.19
H (1.27937, -2.62624, -1.08354)  0.22
H (-2.06832, 0.77194, 1.70417)  0.24
H (-0.85409, 0.47184, 2.96620)  0.19

Atoms 1-3, force components in eV/Å:
0.2 0.2 -0.1
-0.1 0.0 0.1
-0.1 -0.1 0.0



The records above yield energy above the lowest of the compared OMol25 structures with the same formula, charge and spin values of 2.136, 0.311, 1.921 eV, respectively.